# 1
This record from OMol25 describes a structure of composition C20H43MnN2OP3S. The level of theory is wB97M-V/def2-TZVPD.

```
71
Properties=species:S:1:pos:R:3:forces:R:3:lowdin_charge:R:1
Mn 0.221 0.634 0.155 1.022 1.279 -0.791 0.114
P 0.561 1.967 1.991 0.292 1.392 2.439 0.762
P 1.684 -1.076 0.604 1.393 -2.432 -0.084 0.724
P -1.657 -0.225 1.149 -2.510 -2.059 1.112 0.800
H -0.393 1.065 -2.524 0.026 -0.351 0.782 0.074
C -1.006 1.063 -1.611 -1.387 3.378 0.034 -0.121
C -0.979 2.229 -0.755 -1.300 -1.511 -3.121 -0.152
H -0.313 3.070 -0.996 -0.075 -0.760 0.441 0.051
C 1.779 3.321 1.919 0.196 0.164 -0.330 -0.222
C 1.180 1.078 3.477 -0.081 -0.147 -0.057 -0.208
C -0.933 2.857 2.587 -0.046 -0.014 -0.039 -0.212
C 1.632 -2.109 -0.903 -0.143 0.115 -0.129 -0.216
C 3.476 -0.738 0.756 0.107 0.428 0.106 -0.235
C 1.387 -2.281 1.948 -0.190 0.150 0.162 -0.209
C -3.273 0.627 0.931 0.351 0.708 -0.053 -0.191
C -1.713 -0.779 2.900 0.381 0.379 0.151 -0.199
C -2.057 -1.798 0.325 0.451 0.143 -0.230 -0.243
H -1.905 0.438 -1.667 0.371 0.108 0.378 0.077
H -1.879 2.529 -0.207 0.439 -0.547 0.175 0.072
H 1.446 4.107 1.234 0.001 -0.083 0.064 0.053
H 2.755 2.958 1.580 -0.161 -0.012 0.092 0.048
H 1.896 3.759 2.920 -0.110 -0.148 -0.245 0.080
H 2.105 0.532 3.247 -0.197 0.232 0.061 0.043
H 0.448 0.364 3.874 0.204 0.239 -0.116 0.036
H 1.397 1.832 4.246 -0.061 -0.238 -0.151 0.079
H -1.372 3.446 1.772 0.168 -0.033 0.238 0.053
H -0.632 3.542 3.392 -0.109 -0.189 -0.170 0.081
H -1.711 2.183 2.967 0.321 0.162 -0.038 0.037
H 2.184 -3.040 -0.719 -0.080 0.198 -0.047 0.089
H 2.088 -1.579 -1.748 -0.044 -0.115 0.198 0.057
H 0.590 -2.335 -1.157 0.229 0.108 0.084 0.024
H 3.998 -1.678 0.982 -0.250 0.179 -0.013 0.081
H 3.678 -0.019 1.559 0.028 -0.163 -0.096 0.049
H 3.871 -0.331 -0.182 -0.196 -0.172 0.288 0.029
H 2.194 -3.025 1.917 -0.194 0.172 -0.028 0.080
H 0.428 -2.797 1.818 0.261 0.099 0.007 0.048
H 1.404 -1.788 2.928 0.034 -0.167 -0.219 0.048
H -4.081 -0.020 1.300 0.401 0.037 -0.044 0.088
H -3.456 0.839 -0.129 -0.033 -0.098 0.214 0.062
H -3.301 1.573 1.482 -0.105 -0.170 -0.099 0.052
H -2.648 -1.337 3.045 0.189 0.178 -0.165 0.087
H -1.696 0.064 3.599 -0.065 -0.248 -0.096 0.047
H -0.873 -1.450 3.124 -0.271 0.201 -0.065 0.039
H -3.062 -2.125 0.623 0.216 0.206 0.028 0.086
H -1.348 -2.595 0.577 -0.236 0.298 -0.133 0.045
H -2.030 -1.653 -0.760 -0.049 -0.219 0.265 0.039
C -1.975 -4.355 -2.110 -0.594 -0.895 -0.920 -0.307
C -1.637 -5.437 -2.949 -0.354 0.729 0.330 -0.015
C -2.597 -5.906 -3.846 -0.241 0.153 0.040 -0.056
C -3.871 -5.310 -3.911 0.273 0.161 0.051 -0.065
C -4.197 -4.261 -3.041 0.275 -0.403 0.026 -0.065
C -3.263 -3.811 -2.100 0.336 -0.292 -0.362 -0.038
O -1.045 -3.805 -1.255 1.353 0.108 0.110 -0.059
H -0.136 -3.955 -1.590 -1.006 -0.504 0.058 0.094
H -0.634 -5.877 -2.876 -0.442 0.120 -0.136 0.122
H -2.351 -6.741 -4.509 -0.114 0.326 0.252 0.121
H -4.598 -5.657 -4.652 0.309 0.122 0.378 0.118
H -5.178 -3.790 -3.082 0.190 -0.229 0.014 0.112
H -3.524 -3.055 -1.362 -0.023 -0.138 -0.367 0.079
S 1.949 1.329 -1.285 0.898 -0.224 -0.493 0.783
C 2.481 2.975 -1.383 0.584 1.854 0.434 -0.651
N 1.786 4.051 -1.790 -0.379 -1.604 0.324 0.055
C 2.513 5.292 -1.588 -0.382 0.992 -0.282 -0.095
C 3.868 4.821 -1.081 0.776 0.612 -0.049 -0.094
N 3.712 3.382 -1.027 -1.080 -1.442 0.034 0.059
H 0.851 3.991 -2.172 0.387 0.110 -0.108 0.148
H 1.989 5.912 -0.851 0.108 -0.064 -0.209 0.135
H 2.587 5.851 -2.524 -0.048 -0.071 0.140 0.145
H 4.080 5.232 -0.089 0.111 -0.169 -0.169 0.138
H 4.678 5.092 -1.763 -0.054 -0.024 0.169 0.145
H 4.430 2.736 -0.731 -0.073 0.097 -0.029 0.164
```
Forces are in eV/Å.

Values from the calculation:
2S+1: 5
highest occupied orbital energy (spin up / spin down): -14.631 / -14.631 eV
energy above the lowest of the compared OMol25 structures with the same formula, charge and spin: 0.00 kJ/mol
total charge: +3

# 2
This record from OMol25 describes a structure of composition C20H43N2OP3ReS. The level of theory is wB97M-V/def2-TZVPD.

```
71
Properties=species:S:1:pos:R:3:forces:R:3:lowdin_charge:R:1
Re -0.087 -0.229 -0.476 1.788 0.360 0.617 0.630
P -1.545 -0.243 1.243 -2.735 -0.679 3.053 0.613
P -0.566 -2.401 -0.934 -0.496 -3.530 -0.712 0.681
P -1.579 1.110 -1.650 -1.598 1.708 -2.017 0.677
H 2.225 3.810 2.326 -0.097 -0.441 -0.048 0.134
C 1.130 3.809 2.209 -0.546 0.312 0.757 -0.026
C 0.411 3.218 3.335 0.792 0.795 -1.422 0.329
H 0.810 2.328 3.820 -0.211 0.090 0.205 0.093
C -1.190 -1.054 2.869 0.408 -0.110 0.018 -0.233
C -3.187 -1.097 0.992 -0.069 0.341 -0.311 -0.201
C -2.121 1.365 1.928 -0.382 -0.052 0.100 -0.230
C 0.728 -3.273 -1.881 0.221 0.434 -0.134 -0.211
C -0.800 -3.609 0.422 -0.042 0.393 0.325 -0.202
C -2.030 -2.672 -1.994 -0.090 0.563 0.075 -0.189
C -1.354 2.856 -1.124 0.227 -0.104 0.319 -0.213
C -3.404 0.930 -1.688 0.012 -0.185 0.289 -0.210
C -1.269 1.237 -3.451 0.241 -0.198 0.074 -0.207
H 0.800 4.825 1.939 -0.165 -0.469 0.027 0.129
H -0.543 3.638 3.643 -0.060 -0.073 0.300 0.133
H -0.708 -0.333 3.541 0.018 -0.163 -0.059 0.044
H -0.543 -1.933 2.779 -0.243 0.278 -0.002 0.023
H -2.134 -1.370 3.333 0.279 0.197 -0.122 0.077
H -3.075 -2.152 0.721 0.051 0.299 0.114 0.039
H -3.792 -0.604 0.227 0.139 -0.183 0.170 0.027
H -3.740 -1.052 1.940 0.190 0.070 -0.225 0.079
H -1.267 2.004 2.199 -0.083 -0.068 -0.174 -0.002
H -2.694 1.174 2.846 0.111 0.044 -0.233 0.084
H -2.774 1.903 1.232 0.200 -0.046 0.208 0.044
H 0.796 -2.858 -2.891 -0.032 -0.185 0.225 0.052
H 0.464 -4.334 -1.936 -0.053 0.167 0.058 0.087
H 1.695 -3.164 -1.379 -0.128 -0.071 -0.121 0.049
H -1.291 -4.490 -0.008 0.117 0.144 0.071 0.088
H -1.414 -3.226 1.242 0.101 -0.216 -0.176 0.022
H 0.177 -3.905 0.819 -0.139 0.051 -0.142 0.059
H -2.048 -3.732 -2.270 0.043 0.163 0.044 0.087
H -1.948 -2.066 -2.904 -0.039 -0.163 0.097 0.059
H -2.959 -2.419 -1.474 0.135 -0.084 -0.143 0.044
H -1.883 3.506 -1.833 0.139 -0.122 0.154 0.088
H -0.287 3.113 -1.133 -0.184 0.086 -0.126 0.032
H -1.742 3.022 -0.114 0.025 0.040 -0.339 0.025
H -3.794 1.567 -2.494 0.164 -0.112 0.244 0.081
H -3.868 1.237 -0.744 0.048 -0.082 -0.232 0.052
H -3.673 -0.110 -1.912 -0.018 0.261 0.015 0.052
H -2.072 1.829 -3.910 0.257 -0.143 0.102 0.079
H -1.258 0.234 -3.895 -0.018 0.233 -0.023 0.062
H -0.303 1.720 -3.639 -0.252 -0.129 -0.027 0.046
C 1.912 0.214 -2.862 -1.124 -0.594 0.640 -0.324
C 2.606 -0.490 -3.888 0.315 0.357 -0.745 0.070
C 3.393 0.217 -4.781 -0.257 -1.317 0.242 0.017
C 3.520 1.607 -4.682 0.322 0.002 -0.589 0.048
C 2.875 2.299 -3.653 -0.875 0.283 1.677 0.001
C 2.129 1.617 -2.700 0.593 0.556 -0.470 -0.004
O 1.010 -0.454 -2.159 2.244 1.053 -1.689 -0.355
H 0.871 3.093 1.363 0.235 0.357 0.503 0.137
H 2.448 -1.564 -3.953 0.180 0.210 -0.134 0.133
H 3.910 -0.325 -5.570 -0.079 0.165 0.116 0.145
H 4.131 2.143 -5.409 -0.175 -0.096 0.206 0.152
H 2.963 3.383 -3.566 0.105 -0.278 -0.117 0.139
H 1.688 2.137 -1.845 0.042 -0.115 -0.374 0.097
S 1.941 -1.004 0.638 0.108 0.319 -0.734 0.724
C 2.012 -0.975 2.352 -0.112 -0.593 1.819 -0.731
N 2.323 0.088 3.113 -0.530 -0.044 -1.306 0.042
C 2.401 -0.254 4.520 0.320 0.639 0.991 -0.107
C 2.158 -1.757 4.531 0.089 -0.738 0.849 -0.083
N 1.871 -2.053 3.140 0.124 0.609 -1.763 0.055
H 2.429 1.021 2.728 0.345 -0.598 0.045 0.133
H 1.638 0.288 5.093 0.146 -0.099 -0.037 0.124
H 3.386 -0.004 4.931 -0.220 0.032 -0.090 0.148
H 1.315 -2.042 5.169 0.183 0.014 -0.113 0.144
H 3.048 -2.304 4.863 -0.215 0.030 -0.067 0.151
H 1.725 -2.988 2.758 0.210 0.428 0.264 0.170
```
Forces are in eV/Å.

Values from the calculation:
2S+1: 4
highest occupied orbital energy (spin up / spin down): -19.675 / -19.830 eV
energy above the lowest of the compared OMol25 structures with the same formula, charge and spin: 120.93 kJ/mol
total charge: +4

# 3
This record from OMol25 describes a cluster of 3 separate species, C20H43O10S3 in total. The level of theory is wB97M-V/def2-TZVPD.

```
76
Properties=species:S:1:pos:R:3:forces:R:3:lowdin_charge:R:1
C -4.589 0.146 2.679 0.009 0.044 0.180 -0.075
C -3.896 1.394 2.108 -0.022 -0.076 -0.098 -0.205
C -3.145 1.068 0.831 -0.154 -0.073 -0.089 -0.221
O -2.989 2.272 0.053 0.314 0.103 0.165 -0.165
C -2.582 2.115 -1.236 -0.203 0.090 -0.027 -0.373
S -0.993 1.131 -1.363 0.114 -0.125 -0.059 1.145
C 0.334 2.356 -1.161 0.078 0.078 -0.055 -0.367
C 0.742 2.443 0.309 -0.087 0.066 -0.014 -0.234
C 2.187 2.953 0.444 -0.091 -0.068 -0.024 -0.187
C 3.195 1.806 0.469 0.032 -0.048 0.096 -0.191
C 3.385 1.061 -0.860 -0.106 0.093 -0.055 -0.174
C 2.423 -0.125 -1.077 -0.010 -0.042 -0.022 -0.211
C 3.098 -1.458 -1.413 0.024 -0.019 0.006 -0.185
C 2.247 -2.672 -1.042 -0.031 -0.057 -0.103 -0.188
C 0.854 -2.695 -1.687 0.077 -0.098 -0.015 -0.202
C -0.191 -3.517 -0.932 -0.011 0.039 0.026 -0.168
C -0.536 -2.980 0.450 -0.032 -0.034 -0.028 -0.254
O 0.366 -3.483 1.409 0.085 0.097 -0.054 -0.196
C 0.177 -2.913 2.682 -0.053 -0.029 0.041 -0.106
H -5.663 0.160 2.496 0.032 -0.050 -0.117 0.072
H -4.190 -0.774 2.247 0.012 0.005 0.019 0.074
H -4.454 0.076 3.757 -0.004 0.019 -0.023 0.078
H -3.207 1.819 2.838 0.003 0.052 -0.056 0.116
H -4.624 2.171 1.870 -0.012 -0.014 0.070 0.100
H -3.684 0.320 0.235 -0.051 0.079 -0.021 0.134
H -2.149 0.670 1.055 -0.054 -0.066 0.011 0.107
H -3.286 1.565 -1.872 0.050 -0.126 0.057 0.116
H -2.364 3.096 -1.656 -0.059 -0.017 -0.059 0.116
H -1.008 0.986 -2.701 -0.010 0.104 0.001 0.036
H 1.140 1.974 -1.789 -0.070 0.063 0.110 0.067
H -0.004 3.312 -1.561 -0.045 -0.040 -0.028 0.107
H 0.677 1.451 0.765 -0.020 0.042 0.025 0.097
H 0.034 3.086 0.836 0.023 0.004 -0.032 0.118
H 2.271 3.545 1.355 -0.020 -0.060 0.024 0.117
H 2.414 3.633 -0.385 0.009 0.035 0.053 0.121
H 2.863 1.088 1.228 0.142 0.008 0.037 0.118
H 4.157 2.182 0.821 -0.009 0.071 -0.108 0.118
H 4.418 0.723 -0.905 -0.084 -0.117 -0.072 0.074
H 3.275 1.774 -1.687 0.165 0.020 0.023 0.113
H 1.715 0.109 -1.883 0.035 -0.099 0.037 0.074
H 1.813 -0.279 -0.176 0.051 0.001 0.000 0.104
H 3.364 -1.490 -2.475 0.006 0.063 0.019 0.126
H 4.037 -1.512 -0.859 -0.011 -0.053 0.008 0.090
H 2.776 -3.579 -1.348 -0.002 -0.008 0.097 0.120
H 2.157 -2.729 0.045 -0.047 0.090 -0.001 0.107
H 0.943 -3.092 -2.703 -0.028 0.084 -0.016 0.116
H 0.465 -1.675 -1.793 -0.004 0.000 0.049 0.071
H 0.139 -4.553 -0.819 -0.021 0.015 -0.002 0.126
H -1.113 -3.541 -1.520 0.027 -0.048 -0.012 0.111
H -0.489 -1.874 0.448 -0.011 -0.002 -0.004 0.105
H -1.562 -3.259 0.727 0.010 -0.006 0.020 0.123
H 0.197 -1.816 2.633 0.035 -0.003 -0.001 0.080
H -0.777 -3.222 3.124 -0.004 0.007 -0.025 0.090
H 0.990 -3.253 3.320 -0.019 -0.008 0.002 0.093
C -7.016 2.620 -0.360 0.040 0.123 0.019 -0.165
C -7.726 2.892 0.953 0.075 -0.044 0.106 -0.160
O -9.098 2.619 0.654 0.006 0.044 -0.090 -0.180
S -9.208 1.413 -0.387 -0.028 -0.046 -0.001 0.603
O -9.399 0.184 0.294 0.014 0.002 0.002 -0.210
O -10.064 1.815 -1.438 0.001 0.000 0.014 -0.202
O -7.675 1.458 -0.869 0.039 -0.030 -0.006 -0.195
H -7.131 3.446 -1.064 -0.032 -0.003 0.003 0.137
H -5.962 2.385 -0.228 -0.010 -0.041 -0.019 0.111
H -7.643 3.923 1.283 -0.091 0.006 -0.007 0.139
H -7.392 2.214 1.742 0.025 0.019 0.006 0.125
C 8.068 -2.913 -0.985 0.031 0.003 -0.020 -0.139
C 8.856 -2.217 0.110 -0.001 -0.038 0.018 -0.139
O 8.454 -0.839 -0.024 0.046 0.025 -0.002 -0.181
S 6.936 -0.748 -0.464 -0.046 0.036 0.017 0.569
O 6.086 -0.559 0.661 0.003 -0.022 -0.007 -0.228
O 6.838 0.140 -1.568 0.010 -0.012 0.004 -0.217
O 6.784 -2.258 -0.940 -0.002 -0.048 0.008 -0.198
H 8.510 -2.760 -1.969 0.008 0.003 0.003 0.136
H 7.907 -3.971 -0.799 -0.028 0.009 0.013 0.138
H 9.931 -2.261 -0.033 -0.004 0.031 -0.014 0.139
H 8.586 -2.575 1.103 -0.006 -0.003 -0.001 0.137
```
Forces are in eV/Å.

Values from the calculation:
highest occupied orbital energy: -12.052 eV
total charge: +1

# 4
This record from OMol25 describes a structure of composition C20H43OP3ReS. The level of theory is wB97M-V/def2-TZVPD.

```
69
Properties=species:S:1:pos:R:3:forces:R:3:lowdin_charge:R:1
Re -0.711 -0.340 0.012 -0.826 3.005 3.170 0.749
P 0.277 -2.208 0.877 1.785 -3.625 1.696 0.693
P 1.244 0.631 -0.667 3.269 1.351 -0.842 0.709
P -1.170 -1.073 -2.035 -0.922 -1.704 -5.156 0.632
H -5.182 0.304 -0.206 0.221 0.069 -0.518 0.093
C -4.584 -0.561 -0.487 -1.660 -1.163 0.371 0.041
C -3.768 -1.108 0.575 0.266 0.805 0.302 -0.437
H -4.435 -1.426 1.392 -0.191 -0.595 0.034 0.141
C 0.700 -2.072 2.654 -0.277 0.589 0.110 -0.190
C 1.871 -2.824 0.185 -0.062 0.449 -0.476 -0.188
C -0.766 -3.715 0.831 -0.488 0.379 -0.293 -0.197
C 0.959 2.376 -1.141 -0.782 -0.105 0.153 -0.172
C 2.555 0.816 0.593 -0.216 -0.151 0.381 -0.188
C 2.234 0.002 -2.069 -0.334 -0.357 -0.115 -0.196
C -2.738 -1.895 -2.494 -0.436 -0.021 0.716 -0.214
C -0.048 -2.290 -2.843 0.390 0.032 0.259 -0.194
C -1.204 0.313 -3.254 0.099 0.435 0.305 -0.188
H -5.125 -1.312 -1.069 0.252 0.343 -0.180 0.115
H -3.039 -1.907 0.336 -0.375 0.223 0.201 0.066
H -0.177 -1.732 3.220 0.229 -0.160 -0.028 0.067
H 1.513 -1.352 2.807 -0.207 -0.243 -0.085 0.042
H 1.021 -3.055 3.030 -0.127 0.182 -0.250 0.095
H 2.674 -2.093 0.346 -0.197 -0.237 -0.046 0.053
H 1.778 -3.030 -0.889 0.104 -0.022 0.321 0.044
H 2.140 -3.757 0.702 -0.221 0.250 -0.034 0.096
H -1.682 -3.550 1.414 0.188 -0.151 -0.052 0.061
H -0.212 -4.557 1.269 -0.054 0.270 -0.085 0.093
H -1.045 -3.970 -0.200 0.082 -0.037 0.233 0.053
H 1.919 2.795 -1.470 -0.140 -0.141 0.073 0.097
H 0.589 2.940 -0.274 0.114 -0.055 -0.257 0.064
H 0.227 2.448 -1.956 0.251 0.101 0.145 0.052
H 3.496 1.009 0.062 -0.193 -0.001 0.151 0.089
H 2.674 -0.083 1.210 0.036 0.277 -0.152 0.042
H 2.325 1.671 1.239 0.149 -0.233 -0.164 0.058
H 3.144 0.614 -2.088 -0.221 -0.081 -0.055 0.089
H 1.703 0.110 -3.022 0.291 -0.023 0.230 0.051
H 2.519 -1.046 -1.914 0.035 0.320 -0.076 0.052
H -2.745 -2.139 -3.565 0.202 0.115 0.297 0.094
H -3.578 -1.226 -2.273 0.280 -0.197 -0.327 0.021
H -2.867 -2.817 -1.914 -0.050 0.057 -0.177 0.072
H -0.483 -2.553 -3.815 0.020 0.138 0.210 0.090
H 0.030 -3.206 -2.247 -0.072 0.124 -0.147 0.051
H 0.951 -1.882 -3.011 -0.250 -0.208 0.022 0.032
H -1.824 0.003 -4.105 0.170 -0.003 0.205 0.088
H -0.201 0.566 -3.616 -0.267 -0.068 0.083 0.052
H -1.652 1.208 -2.805 0.018 -0.108 -0.203 0.044
C -3.855 1.718 1.114 -0.867 0.216 0.614 -0.560
C -3.877 2.379 -0.119 0.269 0.045 -0.207 -0.102
C -4.462 3.633 -0.197 -0.068 -0.118 -0.089 0.001
C -5.115 4.184 0.912 0.295 -0.513 0.773 0.037
C -5.177 3.457 2.112 -0.525 0.455 -0.293 0.005
C -4.583 2.212 2.206 0.526 -0.419 0.252 -0.073
S -2.981 0.246 1.527 0.689 0.156 -1.614 1.099
H -2.123 0.797 0.055 -0.800 -0.729 0.479 0.028
H -3.508 1.890 -1.023 0.243 0.333 0.201 0.101
H -4.417 4.198 -1.124 -0.100 -0.165 0.031 0.139
H -5.559 5.168 0.854 -0.020 0.013 -0.024 0.143
H -5.699 3.851 2.978 -0.021 0.019 -0.181 0.143
H -4.656 1.586 3.104 0.056 0.594 -0.078 0.134
C 1.082 1.506 3.661 0.341 -0.335 -0.110 0.027
C -0.065 1.612 2.733 0.108 -0.443 -0.147 -0.391
C -1.024 2.695 3.043 -0.216 0.255 -0.248 0.034
O -0.203 0.801 1.773 0.284 0.760 0.542 -0.284
H 0.682 1.330 4.667 0.133 -0.026 -0.008 0.137
H 1.576 2.486 3.717 -0.007 -0.149 0.044 0.137
H 1.806 0.727 3.387 -0.332 0.351 0.187 0.084
H -1.871 2.771 2.360 0.230 0.006 0.004 0.067
H -1.396 2.529 4.066 0.119 0.117 -0.148 0.140
H -0.475 3.653 3.066 -0.220 -0.246 0.071 0.139
```
Forces are in eV/Å.

Values from the calculation:
2S+1: 4
highest occupied orbital energy (spin up / spin down): -20.767 / -20.900 eV
energy above the lowest of the compared OMol25 structures with the same formula, charge and spin: 0.00 kJ/mol
total charge: +4

| no. | total energy (eV) |
| --- | --- |
| 1 | -96461.052 |
| 2 | -67255.325 |
| 3 | -74408.371 |
| 4 | -64270.939 |